2 unconnected molecules or ions with the total composition C5H12O2. Source: the OMol25 dataset; level of theory: ωB97M-V/def2-TZVPD.

Geometry (Å):
O: -2.34860 -0.21087 0.70206
C: -1.15102 -0.44752 1.02735
C: -0.24967 0.57905 1.51463
C: 0.31560 1.26215 0.21366
C: 0.19970 0.43180 -1.10050
C: 1.78475 1.62110 0.48968
H: -0.72099 -1.46013 0.90911
H: 0.61956 -0.01212 2.13548
H: -0.70291 1.26360 2.33906
H: -0.32830 2.10981 0.05237
H: -0.83610 0.10718 -1.29734
H: 0.48849 0.91581 -1.97763
H: 0.97587 -0.49833 -1.21372
H: 1.69605 2.21146 1.44715
H: 2.22743 2.22897 -0.34094
H: 2.28262 0.71556 0.59812
H: -1.32100 -3.04839 -1.15710
H: -1.25573 -3.91402 -2.63910
O: -1.67574 -3.85510 -1.70234

Energy relative to the best compared isomer or geometry (same formula, charge and spin): 57.6 kcal/mol
Kohn-Sham gap: 10.64 eV
SMILES: CC(C)CC=O.O
Energy: -9472.638 eV

The net atomic charges from Löwdin, expressed in e, are: 0.005 -0.302 -0.164 -0.402 -0.089 -0.086 0.122 0.160 0.154 0.128 0.069 0.039 0.136 0.097 0.094 0.045 0.066 0.078 -0.149

=====

A molecular structure, C4H9N. Source: the OMol25 dataset; level of theory: ωB97M-V/def2-TZVPD.

Geometry (Å):
C: 0.59342 1.02789 0.25768
C: 1.06172 -0.44229 -0.46179
C: -0.04703 -1.10994 0.52084
C: -1.09899 0.75344 -0.08504
H: 1.33360 2.28587 -0.40827
H: 0.98455 1.11756 1.59467
H: 2.41120 -0.93250 -0.38523
H: 0.55285 -0.63308 -1.81941
H: -0.03414 -0.59526 1.68566
H: 0.09338 -2.38951 0.58908
H: -1.20058 -0.96542 -1.06134
H: -1.58507 1.23059 -1.19842
H: -1.76122 1.30000 0.85593
N: -1.30368 -0.64734 -0.08435

Energy relative to the best compared isomer or geometry (same formula, charge and spin): 210.4 kcal/mol
Kohn-Sham gap: 9.83 eV
Energy: -5774.687 eV

The net atomic charges from Löwdin, expressed in e, are: -0.257 -0.244 -0.357 -0.315 0.167 0.156 0.174 0.188 0.141 0.154 0.073 0.162 0.137 -0.181

=====

2 unconnected molecules or ions with the total composition C6H17N2. Source: the OMol25 dataset; level of theory: ωB97M-V/def2-TZVPD.

Geometry (Å):
C: -0.20638 1.33688 -0.03149
N: -1.51698 0.71111 -0.14400
C: -2.08467 0.29453 1.14638
C: -3.42893 -0.31394 0.92154
C: 0.88193 0.26235 -0.25725
N: 0.47427 -0.94637 0.29044
C: 3.35971 0.22624 -0.81738
C: 2.28570 0.74985 0.16934
H: -0.04031 2.12784 -0.76281
H: -0.08987 1.76147 0.97061
H: -1.33763 -0.13413 -0.70484
H: -1.33423 -0.37303 1.63055
H: -2.07158 1.16348 1.81930
H: -3.23523 -1.27570 0.42083
H: -3.98275 0.27146 0.18976
H: -4.01716 -0.44845 1.82328
H: 0.84054 0.08815 -1.37184
H: -0.91449 -3.53558 -1.49858
H: 1.25191 -1.58848 0.04116
H: -0.28280 -3.25874 -1.74798
H: 4.38654 0.42113 -0.52538
H: 3.21631 0.83259 -1.71978
H: 3.14098 -0.80522 -1.09530
H: 2.42190 0.59650 1.23516
H: 2.28321 1.83604 0.01827

Energy relative to the best compared isomer or geometry (same formula, charge and spin): 149.4 kcal/mol
Kohn-Sham gap: 5.55 eV
Energy: -9465.557 eV
Net charge: +1

The net atomic charges from Löwdin, expressed in e, are: -0.139 0.026 -0.266 -0.067 -0.419 0.343 -0.067 -0.170 0.138 0.136 0.117 0.123 0.131 0.086 0.088 0.089 0.221 0.020 0.110 0.001 0.087 0.089 0.072 0.124 0.129

=====

A molecular structure, C32H27BrEuF6NO5S6Sb2. Source: the OMol25 dataset; level of theory: ωB97M-V/def2-TZVPD.

Geometry (Å):
Eu: -1.30854 0.29268 -2.22121
F: -2.55906 2.52800 2.04392
C: -2.57286 3.27204 0.91061
F: -3.64113 2.98683 0.18018
F: -2.56933 4.56587 1.30464
S: -0.94152 3.10809 0.00513
O: -0.71311 1.75907 -0.45464
O: 0.04369 3.48726 0.99574
N: -1.04186 4.06221 -1.26148
S: -1.41389 3.72967 -2.73421
O: -0.26500 3.99026 -3.57553
O: -2.11275 2.45754 -2.81516
C: -2.46581 5.21833 -3.24778
F: -1.68926 6.32194 -3.12458
F: -3.52956 5.29108 -2.41203
F: -2.81844 5.11405 -4.52862
Br: -4.17104 -1.14779 -3.83149
C: -5.41225 -0.38440 -2.58903
C: -6.74012 -0.28586 -2.94071
C: -7.70412 -0.21778 -1.98575
C: -7.37978 -0.26342 -0.62709
C: -6.03047 -0.44304 -0.24717
C: -5.66764 -0.67975 1.11602
C: -4.34210 -0.70405 1.45654
C: -3.36222 -0.41005 0.46051
C: -3.59166 -0.26718 -0.86561
C: -4.98470 -0.32662 -1.22791
H: -7.01433 -0.27341 -4.02428
H: -8.77950 -0.25130 -2.19962
H: -8.13502 -0.26251 0.14746
H: -6.49028 -0.83148 1.76569
H: -4.05892 -1.00416 2.47293
H: -2.37216 -0.29913 0.85545
S: 3.01852 -2.03730 -3.30863
Sb: 0.99500 -2.90223 -2.37647
S: 0.44513 -1.59960 -0.09213
S: -0.82928 -2.01215 -3.75581
C: 3.32218 1.85740 -3.83708
S: 2.12781 0.45525 -3.72965
C: 1.64017 0.41844 -5.49604
O: 0.91209 0.85341 -2.95825
H: 4.20051 1.38125 -3.43143
H: 3.07339 2.69931 -3.07646
H: 3.48949 2.17535 -4.90270
H: 2.53477 0.13663 -6.06798
H: 1.36907 1.45263 -5.70498
H: 0.85126 -0.33490 -5.64580
C: 0.04581 -3.95189 5.53800
C: 1.27762 -4.36845 5.06374
C: 1.87360 -3.65632 4.04033
C: 1.26656 -2.56598 3.48597
C: 0.10471 -2.04917 4.08013
C: -0.51533 -2.77999 5.12436
Sb: 1.94521 -1.60783 1.67713
C: 2.74939 0.32768 2.33887
C: 3.60245 0.99530 1.49613
C: 3.67897 2.37368 1.39231
C: 3.06516 3.10882 2.45656
C: 2.52852 2.43721 3.52099
C: 2.41333 1.06422 3.50277
C: 3.77189 -2.52484 1.15255
C: 3.77858 -3.32095 -0.01313
C: 4.95537 -3.87078 -0.50175
C: 6.16567 -3.77244 0.16940
C: 6.15822 -3.00815 1.34452
C: 4.98133 -2.37276 1.82555
H: -0.39229 -4.56691 6.34582
H: 1.77052 -5.23271 5.52344
H: 2.76891 -4.02389 3.64429
H: -0.36351 -1.10475 3.75203
H: -1.35040 -2.36063 5.71368
H: 4.20238 0.41084 0.83241
H: 4.09613 2.93470 0.53438
H: 2.92660 4.18983 2.32721
H: 2.27468 2.99929 4.44397
H: 1.95558 0.50059 4.34668
H: 2.88141 -3.49841 -0.63228
H: 4.90637 -4.36348 -1.49473
H: 7.09776 -4.20477 -0.16601
H: 7.04235 -2.98950 1.97593
H: 5.02107 -1.82404 2.74129

Energy relative to the best compared isomer or geometry (same formula, charge and spin): 73.9 kcal/mol
Kohn-Sham gap (alpha / beta): 4.89 / 5.07 eV
Energy: -229111.115 eV
Expectation value of S²: 15.7596
Spin multiplicity: 8
Net charge: -1

The net atomic charges from Löwdin, expressed in e, are: 1.228 0.119 -0.625 0.164 0.106 0.627 -0.454 -0.272 -0.295 0.611 -0.291 -0.427 -0.614 0.117 0.116 0.143 0.689 -0.594 -0.184 -0.127 -0.047 -0.184 -0.068 -0.098 -0.217 -0.203 -0.258 0.107 0.099 0.096 0.082 0.091 0.034 -0.244 0.335 -0.077 -0.345 -0.240 0.595 -0.242 -0.724 0.011 0.090 0.053 0.053 0.048 0.022 -0.110 -0.081 -0.132 -0.337 -0.108 -0.083 1.341 -0.309 -0.160 -0.049 -0.090 -0.119 -0.116 -0.361 -0.168 -0.097 -0.075 -0.081 -0.122 0.114 0.112 0.081 0.111 0.116 0.091 0.117 0.112 0.118 0.105 -0.023 0.113 0.100 0.095 0.091

=====

A single C26H29N3O5 molecule. Source: the OMol25 dataset; level of theory: ωB97M-V/def2-TZVPD.

Geometry (Å):
C: 2.33279 7.95906 5.10638
H: 2.70137 8.40922 4.17914
O: 2.86386 6.67081 5.30171
C: 2.58475 5.70962 4.37590
C: 1.81894 5.89207 3.23524
C: 1.60581 4.83046 2.36907
C: 2.14684 3.58348 2.62447
C: 2.92895 3.39705 3.78338
C: 3.13964 4.45431 4.64310
H: 3.72930 4.35476 5.53887
O: 3.43388 2.13342 3.96045
C: 4.19705 1.87818 5.11528
H: 3.61507 2.05239 6.02486
H: 4.47300 0.82613 5.05910
H: 5.10317 2.49092 5.13874
N: 1.97227 2.46922 1.79794
C: 1.26265 2.36447 0.64485
O: 0.63256 3.26810 0.12998
C: 1.30308 0.99643 0.04022
C: 0.18686 0.57235 -0.67425
C: 0.16416 -0.67338 -1.26920
C: 1.26785 -1.51319 -1.18171
C: 2.39029 -1.08167 -0.48516
C: 2.41236 0.16030 0.12143
H: 3.30945 0.48113 0.63139
H: 3.25927 -1.72181 -0.42349
C: 1.22547 -2.90536 -1.76250
N: 0.72286 -3.86185 -0.78978
C: -0.58156 -3.93363 -0.43542
C: -1.81392 -3.65254 -1.02716
N: -2.22160 -3.15129 -2.20083
H: -1.56849 -3.10166 -2.96877
C: -3.62547 -3.05253 -2.55101
C: -4.09555 -4.28189 -3.34008
C: -3.47178 -4.33812 -4.73217
C: -3.77550 -3.05812 -5.50551
C: -3.25962 -1.83709 -4.74979
C: -3.87162 -1.77044 -3.35158
H: -4.94939 -1.62739 -3.44161
H: -3.46689 -0.91674 -2.80411
H: -3.51379 -0.92762 -5.29734
H: -2.16883 -1.87893 -4.68683
H: -3.31861 -3.10302 -6.49614
H: -4.85552 -2.96783 -5.63898
H: -3.86807 -5.19999 -5.27202
H: -2.38978 -4.47443 -4.65460
H: -5.18148 -4.23336 -3.43314
H: -3.84901 -5.18366 -2.77600
H: -4.17677 -3.00703 -1.60769
C: -2.54866 -4.06550 0.18439
O: -3.70810 -4.03605 0.52534
C: -1.20946 -4.43639 0.79302
O: -0.79022 -4.93833 1.80983
H: 1.35115 -4.05191 -0.01934
H: 0.57895 -2.93459 -2.64148
H: 2.22718 -3.22874 -2.05697
H: -0.71532 -0.99289 -1.80831
H: -0.65921 1.23809 -0.75010
H: 2.41210 1.63714 2.16659
H: 1.00934 4.96803 1.48312
H: 1.37868 6.84714 3.00158
H: 1.23836 7.94446 5.09326
H: 2.67491 8.55023 5.95443

Energy relative to the best compared isomer or geometry (same formula, charge and spin): 52.6 kcal/mol
Kohn-Sham gap: 8.19 eV
SMILES: COc1ccc(NC(=O)c2ccc(CNc3c(NC4CCCCC4)c(=O)c3=O)cc2)c(OC)c1
Energy: -42140.147 eV

The net atomic charges from Löwdin, expressed in e, are: -0.091 0.095 -0.085 -0.275 -0.021 0.005 -0.148 -0.201 0.058 0.117 -0.094 -0.077 0.100 0.095 0.098 0.150 -0.417 0.077 -0.126 0.004 -0.016 -0.205 -0.030 -0.019 0.115 0.114 -0.131 0.077 -0.117 -0.107 0.104 0.118 -0.307 -0.138 -0.200 -0.205 -0.201 -0.144 0.121 0.113 0.111 0.103 0.109 0.115 0.110 0.107 0.122 0.119 0.141 -0.275 0.095 -0.290 0.094 0.150 0.113 0.125 0.097 0.121 0.127 0.104 0.103 0.096 0.092

=====

2 unconnected molecules or ions with the total composition C5H15NO. Source: the OMol25 dataset; level of theory: ωB97M-V/def2-TZVPD.

Geometry (Å):
C: 1.15270 1.55478 -1.26054
C: -0.07209 1.13795 -2.08966
C: -1.54180 1.13337 -1.46333
C: -2.00701 0.25733 -0.25219
N: -1.12717 0.59125 0.91563
C: -0.25871 -0.48457 1.37164
H: 1.62031 0.72256 -0.55954
H: 0.92850 2.42591 -0.65649
H: 2.02337 1.90915 -1.79601
H: 0.05242 1.80400 -2.81581
H: 0.09222 0.10238 -2.56865
H: -1.68702 2.22884 -1.36455
H: -2.18908 0.76284 -2.28247
H: -3.12814 0.35184 0.06411
H: -1.78083 -0.79348 -0.43154
H: -1.68127 1.16040 1.54076
H: -0.03878 -0.12015 2.37634
H: -0.83730 -1.51396 1.38429
H: 0.50339 -0.66569 0.73873
H: 2.33733 -3.91997 2.46397
H: 3.57252 -3.32379 2.82721
O: 3.05800 -3.35785 2.10434

Energy relative to the best compared isomer or geometry (same formula, charge and spin): 61.4 kcal/mol
Kohn-Sham gap (alpha / beta): 2.06 / 8.72 eV
Energy: -8962.214 eV
Expectation value of S²: 0.7503
Spin multiplicity: 2
Net charge: -1

The net atomic charges from Löwdin, expressed in e, are: -0.160 -0.256 -0.196 -0.243 -0.164 -0.255 0.088 0.052 0.042 0.027 0.120 0.096 0.084 0.122 0.082 0.079 0.048 0.074 -0.008 -0.079 -0.151 -0.401

=====

Max |F| in eV Å⁻¹, matching the order above: 5.01, 5.25, 2.35, 3.47, 0.89, 5.80